(1)
94
Properties=species:S:1:pos:R:3:mulliken_charge:R:1 method="wB97M-V/def2-TZVPD" homo_ev=-3.963 de_lowest_kcal_mol=0.0 lumo_ev=2.1 charge=-1 energy_ev=-65410.7486 orbital_gap_ev=6.06
Na 2.869 -0.356 0.227 0.612
N 1.162 0.661 1.654 0.168
C 1.655 1.561 2.597 0.137
C 1.509 1.269 3.954 -0.648
C 2.030 2.100 4.932 -0.554
C 2.706 3.252 4.563 -0.758
C 2.841 3.546 3.212 -0.669
C 2.328 2.734 2.201 0.527
C 2.516 3.130 0.766 0.579
C 2.296 4.481 0.461 -0.573
C 2.538 4.972 -0.815 -0.738
C 3.005 4.092 -1.785 -0.498
C 3.176 2.746 -1.465 -0.783
C 2.932 2.175 -0.197 0.189
H 0.455 0.020 1.978 0.174
H 0.932 1.063 0.751 -0.419
H 0.986 0.360 4.237 0.400
H 1.910 1.839 5.978 0.358
H 3.134 3.909 5.311 0.373
H 3.388 4.434 2.916 0.438
H 1.928 5.156 1.229 0.486
H 2.370 6.019 -1.043 0.346
H 3.213 4.452 -2.790 0.333
H 3.509 2.096 -2.278 0.304
C -4.389 3.620 1.430 -1.675
C -3.924 3.964 0.009 2.069
C -5.053 3.656 -0.984 -1.609
C -3.618 5.460 -0.049 -2.161
C -2.705 3.117 -0.346 0.522
C -1.482 3.655 -0.713 -0.486
C -0.417 2.806 -0.998 -0.636
N -0.506 1.483 -0.950 -0.559
C -1.680 0.950 -0.597 -0.474
C -2.789 1.725 -0.293 -0.428
C -1.727 -0.543 -0.476 -0.751
C -2.925 -1.240 -0.624 0.227
C -2.957 -2.615 -0.435 0.621
C -1.748 -3.229 -0.102 -0.813
C -0.599 -2.464 0.010 -1.107
N -0.577 -1.144 -0.185 -0.223
C -4.232 -3.440 -0.584 2.205
C -4.490 -4.226 0.709 -1.707
C -4.060 -4.426 -1.749 -1.561
C -5.449 -2.560 -0.865 -2.227
H -5.255 4.231 1.696 0.466
H -3.596 3.812 2.156 0.374
H -4.678 2.572 1.519 0.303
H -5.935 4.258 -0.748 0.452
H -5.341 2.604 -0.946 0.307
H -4.745 3.884 -2.007 0.365
H -4.509 6.024 0.236 0.424
H -3.330 5.775 -1.054 0.401
H -2.813 5.732 0.637 0.424
H -1.317 4.722 -0.765 0.502
H 0.559 3.212 -1.255 0.607
H -3.706 1.245 0.029 0.638
H -3.822 -0.700 -0.894 0.785
H -1.696 -4.300 0.063 0.337
H 0.359 -2.913 0.256 0.810
H -3.680 -4.924 0.922 0.306
H -5.412 -4.805 0.613 0.463
H -4.593 -3.553 1.564 0.382
H -3.235 -5.115 -1.577 0.301
H -3.863 -3.893 -2.682 0.344
H -4.974 -5.014 -1.875 0.469
H -5.621 -1.838 -0.062 0.422
H -6.339 -3.189 -0.945 0.432
H -5.344 -2.012 -1.804 0.384
C 6.969 0.156 -0.984 -1.079
C 6.461 1.109 0.099 0.126
C 5.607 0.445 1.081 0.372
N 4.842 0.032 1.834 -0.535
H 7.568 0.710 -1.708 0.358
H 6.136 -0.322 -1.493 0.218
H 7.593 -0.629 -0.552 0.336
H 5.833 1.896 -0.329 -0.003
H 7.281 1.595 0.630 0.362
F -0.667 -4.473 -2.915 -0.398
C 0.304 -4.957 -2.137 0.485
C 1.513 -4.396 -2.094 -0.203
N 2.534 -4.894 -1.327 0.107
C 3.774 -4.119 -1.275 -1.010
C 3.495 -2.695 -0.754 1.003
O 4.142 -1.773 -1.293 -0.795
O 2.631 -2.592 0.146 -0.854
C 2.349 -5.975 -0.500 0.480
O 3.204 -6.457 0.213 -0.666
N 1.062 -6.505 -0.541 -0.053
C -0.023 -6.092 -1.293 0.410
O -1.106 -6.635 -1.218 -0.672
H 1.744 -3.506 -2.667 0.446
H 4.217 -4.074 -2.269 0.216
H 4.453 -4.635 -0.602 0.402
H 0.910 -7.291 0.071 0.235

(2)
98
Properties=species:S:1:pos:R:3:mulliken_spin:R:1 method="wB97M-V/def2-TZVPD" homo_ev="-3.622 / -4.556" de_lowest_kcal_mol=0.0 lumo_ev="1.8 / 1.6" charge=-1 energy_ev=-124043.6943 orbital_gap_ev="5.38 / 6.18" s_squared=0.77 spin_multiplicity=2
Mo 0.073 0.911 -0.800 0.043
N -0.662 0.927 -5.140 0.020
C -0.210 1.121 -3.857 0.064
S -1.415 1.146 -2.572 -0.010
N 1.045 1.333 -3.658 -0.030
N 1.325 1.566 -2.317 0.175
C 2.413 2.289 -2.034 0.160
C 3.435 2.634 -3.043 -0.005
C 4.024 1.630 -3.814 0.034
C 5.012 1.936 -4.734 -0.012
C 5.424 3.252 -4.908 0.022
C 4.837 4.258 -4.157 -0.011
C 3.849 3.950 -3.231 0.035
C 2.503 2.690 -0.677 0.083
C 3.621 3.331 -0.102 0.033
C 3.620 3.635 1.231 0.039
C 2.499 3.306 2.012 0.111
C 1.444 2.672 1.409 -0.026
N 1.415 2.359 0.100 0.139
H -1.519 0.408 -5.224 0.001
H 0.053 0.711 -5.816 -0.001
H 3.688 0.609 -3.688 0.005
H 5.461 1.145 -5.322 0.000
H 6.194 3.491 -5.631 0.002
H 5.141 5.288 -4.295 -0.001
H 3.380 4.738 -2.655 0.005
H 4.478 3.552 -0.722 0.017
H 4.481 4.115 1.678 0.007
H 2.459 3.526 3.069 0.007
H 0.578 2.383 1.984 0.013
O 0.815 -0.121 2.429 0.007
C 1.711 -1.184 2.652 0.005
C 3.018 -1.029 1.906 -0.004
C 4.097 -1.826 2.296 0.003
C 5.284 -1.745 1.598 0.000
C 5.370 -0.860 0.530 -0.005
C 4.252 -0.106 0.222 0.004
N 3.097 -0.184 0.885 -0.004
H -0.017 -0.487 2.105 0.001
H 1.272 -2.137 2.342 -0.002
H 1.938 -1.257 3.724 -0.001
H 3.987 -2.501 3.136 0.000
H 6.131 -2.359 1.878 0.000
H 6.277 -0.755 -0.049 0.000
H 4.273 0.596 -0.606 0.007
S -5.293 0.743 1.159 0.002
Sb -3.746 1.934 0.105 0.003
S -1.544 1.614 0.835 0.000
S -3.515 -2.869 -0.670 0.000
S -4.209 3.660 -1.210 0.003
C 2.067 -2.173 -1.835 0.001
C 1.059 -1.989 -0.717 -0.022
O 0.915 -2.864 0.135 0.003
N 0.370 -0.830 -0.735 0.083
Te -1.827 -4.154 0.111 -0.001
C -2.853 -5.969 0.627 0.001
C -3.879 -6.030 1.572 0.000
C -4.357 -4.824 2.332 0.000
C -4.493 -7.258 1.810 0.000
C -4.120 -8.411 1.139 0.000
C -4.784 -9.731 1.427 0.000
C -3.114 -8.319 0.187 0.000
C -2.478 -7.115 -0.088 0.000
C -1.419 -7.090 -1.163 0.000
C -1.301 -3.667 2.139 0.003
C -0.314 -4.492 2.691 -0.001
C 0.349 -5.601 1.915 0.000
C 0.116 -4.253 3.994 0.000
C -0.386 -3.203 4.745 0.000
C 0.097 -2.939 6.145 0.000
C -1.328 -2.372 4.155 0.000
C -1.798 -2.574 2.859 -0.002
C -2.795 -1.590 2.314 0.001
H 2.055 -3.212 -2.162 0.000
H 3.058 -1.954 -1.432 0.000
H 1.868 -1.499 -2.666 -0.002
H -4.500 -3.977 1.658 0.000
H -3.632 -4.529 3.092 0.000
H -5.302 -5.038 2.829 0.000
H -5.294 -7.305 2.541 0.000
H -5.659 -9.601 2.062 0.000
H -4.096 -10.409 1.937 0.000
H -5.101 -10.220 0.504 0.000
H -2.823 -9.206 -0.368 0.000
H -1.308 -8.080 -1.604 0.000
H -0.447 -6.782 -0.772 0.000
H -1.681 -6.395 -1.964 0.000
H 0.837 -5.194 1.026 0.000
H -0.367 -6.365 1.608 0.000
H 1.107 -6.087 2.528 0.000
H 0.880 -4.897 4.418 0.000
H 0.879 -3.642 6.431 0.000
H -0.719 -3.029 6.865 0.000
H 0.499 -1.928 6.233 0.000
H -1.705 -1.517 4.706 0.000
H -2.835 -0.705 2.948 0.000
H -3.799 -2.012 2.262 0.000
H -2.554 -1.271 1.301 0.000

(3)
96
Properties=species:S:1:pos:R:3:mulliken_charge:R:1 method="wB97M-V/def2-TZVPD" homo_ev=-15.221 de_lowest_kcal_mol=68.2 lumo_ev=-10.4 charge=+3 energy_ev=-140837.3387 orbital_gap_ev=4.87
Ta 0.984 0.801 1.099 1.884
C 3.940 2.687 1.208 -0.881
C 3.248 3.061 -0.101 -0.762
N 1.778 3.034 0.031 -0.169
C 1.224 4.148 0.814 -1.458
C 1.242 3.863 2.290 1.140
C 1.396 4.888 3.212 -1.035
C 1.364 4.592 4.567 -0.737
C 1.207 3.268 4.949 -1.074
C 1.076 2.289 3.972 0.774
C 0.908 0.841 4.351 -1.414
N 1.618 -0.056 3.426 -0.284
C 3.080 -0.105 3.635 -0.896
C 3.795 1.140 3.104 -0.820
N 3.459 1.383 1.691 -0.167
N 1.077 2.584 2.663 0.646
H 5.024 2.686 1.047 0.613
H 3.726 3.444 1.968 0.353
H 3.595 4.052 -0.414 0.633
H 3.517 2.345 -0.887 0.277
H 1.418 3.143 -0.925 -0.205
H 1.751 5.087 0.610 0.476
H 0.175 4.287 0.527 0.432
H 1.544 5.902 2.878 0.580
H 1.476 5.369 5.307 0.482
H 1.202 2.996 5.992 0.559
H 1.246 0.688 5.383 0.503
H -0.163 0.602 4.308 0.464
H 1.270 -0.999 3.608 0.254
H 3.319 -0.217 4.700 0.594
H 3.460 -0.984 3.105 0.308
H 3.513 2.021 3.687 0.385
H 4.872 0.987 3.241 0.566
H 3.913 0.646 1.147 0.448
S -1.238 1.711 0.938 -0.505
C -2.055 0.954 -0.446 1.428
C -3.437 1.088 -0.531 -0.775
C -4.104 0.637 -1.655 -0.693
C -3.402 0.061 -2.704 -1.071
C -2.025 -0.070 -2.623 -0.396
C -1.339 0.360 -1.489 -0.343
As 0.607 0.337 -1.447 2.227
C 0.866 1.592 -2.971 1.105
C 0.228 2.837 -2.958 -0.390
C 0.275 3.652 -4.077 -0.872
C 0.944 3.231 -5.218 -0.681
C 1.577 1.998 -5.235 -0.701
C 1.544 1.179 -4.117 -0.678
C 1.236 -1.353 -2.204 0.443
C 0.377 -2.388 -2.547 -0.881
C 0.891 -3.556 -3.097 -0.723
C 2.259 -3.698 -3.271 -0.844
C 3.125 -2.669 -2.916 -0.833
C 2.617 -1.496 -2.388 -0.719
H -3.974 1.571 0.272 0.594
H -5.170 0.779 -1.722 0.463
H -3.917 -0.257 -3.595 0.506
H -1.456 -0.468 -3.460 0.576
H -0.363 3.143 -2.097 0.398
H -0.221 4.611 -4.072 0.458
H 0.957 3.854 -6.098 0.451
H 2.091 1.661 -6.122 0.480
H 2.022 0.205 -4.140 0.399
H -0.686 -2.325 -2.349 0.505
H 0.203 -4.349 -3.349 0.571
H 2.653 -4.612 -3.686 0.460
H 4.190 -2.783 -3.058 0.504
H 3.281 -0.678 -2.111 0.470
C -7.185 -1.485 0.231 -1.663
C -5.907 -2.234 0.099 0.804
C -5.282 -2.377 -1.143 -0.828
C -4.096 -3.078 -1.257 -0.234
C -3.544 -3.653 -0.125 0.349
C -4.164 -3.564 1.110 -0.708
C -5.334 -2.840 1.223 -1.006
S -2.033 -4.577 -0.286 1.255
O -1.475 -4.313 -1.579 -0.590
O -2.167 -5.921 0.162 -0.690
N -0.993 -3.764 0.840 -0.046
C 0.382 -4.135 0.582 -0.695
C 1.396 -3.218 1.291 -1.018
C 1.229 -1.757 1.037 1.130
O 2.218 -1.033 0.742 -0.555
O 0.129 -1.156 1.191 -0.788
H -7.351 -0.816 -0.609 0.346
H -7.220 -0.925 1.164 0.405
H -8.014 -2.196 0.256 0.379
H -5.749 -1.966 -2.026 0.580
H -3.600 -3.206 -2.207 0.604
H -3.734 -4.074 1.957 0.433
H -5.834 -2.763 2.177 0.484
H -1.284 -4.076 1.758 0.338
H 0.514 -4.080 -0.499 0.140
H 0.602 -5.163 0.895 0.480
H 2.407 -3.498 0.994 0.440
H 1.283 -3.363 2.371 0.250

(4)
97
Properties=species:S:1:pos:R:3:mulliken_charge:R:1 method="wB97M-V/def2-TZVPD" homo_ev=-13.031 de_lowest_kcal_mol=17.0 lumo_ev=-5.5 charge=+2 energy_ev=-103252.9600 orbital_gap_ev=7.50
Hf -0.586 -0.435 -0.803 3.894
Cl -6.356 3.242 -3.723 -0.188
C -5.085 2.216 -3.158 0.043
C -5.501 0.952 -2.692 -1.004
C -4.527 0.055 -2.268 -0.620
C -3.161 0.383 -2.329 0.240
O -2.269 -0.532 -1.929 -0.533
C -2.770 1.614 -2.836 -0.091
C -1.416 1.833 -3.070 0.377
N -0.465 1.156 -2.537 0.446
C 0.858 1.288 -3.016 -0.766
C 1.345 2.509 -3.397 -0.411
C 2.661 2.602 -3.859 -1.379
C 3.399 1.429 -4.018 -0.716
C 2.949 0.152 -3.565 1.287
C 3.628 -1.115 -3.695 -0.974
C 2.960 -2.216 -3.256 -1.159
C 1.770 -2.095 -2.523 -0.070
N 1.083 -0.980 -2.443 0.063
C 1.657 0.119 -3.050 0.421
C -3.752 2.507 -3.289 -1.011
H -6.545 0.713 -2.647 0.493
H -4.833 -0.939 -1.908 0.221
H -1.203 2.562 -3.873 0.645
H 0.740 3.402 -3.366 0.582
H 3.007 3.555 -4.198 0.548
H 4.343 1.491 -4.447 0.557
H 4.665 -1.244 -4.063 0.439
H 3.323 -3.236 -3.332 0.494
H 1.471 -2.936 -1.926 0.618
H -3.505 3.461 -3.708 0.553
C -1.021 -4.696 -0.406 -1.332
C -1.811 -3.391 -0.569 1.671
C -3.184 -3.666 -1.131 -1.395
O -1.043 -2.594 -1.527 -0.657
C -1.990 -2.618 0.729 -0.149
O -2.518 -3.083 1.686 -0.617
O -1.586 -1.376 0.658 -0.384
H -0.799 -5.222 -1.342 0.403
H -1.566 -5.413 0.268 0.348
H -0.076 -4.386 0.097 0.205
H -3.122 -4.387 -1.944 0.495
H -3.605 -2.720 -1.553 -0.014
H -3.782 -4.142 -0.323 0.466
H -1.627 -2.453 -2.320 0.402
O 1.103 1.055 -0.146 -0.828
S 2.543 1.552 -0.342 0.802
C 3.589 0.373 0.474 -0.316
C 3.210 0.062 1.932 0.144
C 3.722 -1.287 2.506 -1.172
C 3.419 -2.475 1.647 -0.824
S 1.737 -2.854 1.072 0.240
O 1.156 -1.609 0.404 -1.017
C 0.830 -2.985 2.583 1.445
C 0.930 -4.220 3.274 -1.119
C 0.291 -4.371 4.514 -0.826
C -0.352 -3.264 5.083 -0.628
C -0.452 -2.063 4.378 -0.831
C 0.177 -1.896 3.136 -0.077
C 2.630 3.081 0.590 0.553
C 1.623 3.428 1.444 0.202
C 1.688 4.613 2.153 -0.889
C 2.755 5.447 1.929 -0.457
C 3.805 5.103 1.046 -0.809
C 3.741 3.895 0.351 -0.537
H 4.642 0.715 0.395 0.743
H 3.341 -0.510 -0.143 -0.199
H 2.091 0.103 2.017 -0.498
H 3.555 0.874 2.582 0.753
H 3.201 -1.416 3.476 0.325
H 4.802 -1.211 2.693 0.495
H 3.824 -3.367 2.128 0.675
H 3.949 -2.340 0.686 0.549
H 1.422 -5.069 2.911 0.529
H 0.416 -5.245 5.086 0.511
H -0.815 -3.347 6.065 0.399
H -0.926 -1.197 4.843 0.452
H 0.085 -0.955 2.674 0.323
H 0.765 2.743 1.495 0.018
H 0.858 4.886 2.810 0.419
H 2.922 6.408 2.445 0.367
H 4.580 5.797 0.817 0.454
H 4.486 3.657 -0.413 0.427
C -4.239 1.311 0.738 -0.959
P -2.617 1.722 1.189 1.387
C -2.566 3.514 1.379 -1.167
C -2.372 0.984 2.773 -0.961
O -1.521 1.303 0.217 -1.299
H -4.912 1.689 1.506 0.564
H -4.443 0.229 0.819 0.288
H -4.471 1.633 -0.260 0.111
H -3.334 3.837 2.088 0.464
H -2.588 3.870 0.353 0.364
H -1.627 3.815 1.833 0.157
H -3.164 1.142 3.447 0.639
H -1.533 1.578 3.171 0.369
H -2.109 -0.100 2.751 -0.198

Question: Look up the charge of the third one.
Answer: +3